# 1
# C4H7N3O

One molecule with the formula C4H7N3O (ωB97M-V with the def2-TZVPD basis set, the OMol25 dataset).

Geometry as XYZ:
```
15
Properties=species:S:1:pos:R:3
C 0.356 -0.173 -0.241
C -0.918 1.617 0.101
C -1.840 0.294 -0.197
C -1.799 -1.144 0.537
H 2.161 0.927 0.506
H 1.696 -1.786 0.570
H -1.395 1.982 0.945
H -1.108 2.308 -0.790
H -2.817 0.178 -0.885
H -2.668 -1.932 0.239
H -1.497 -1.284 1.648
N 1.628 -0.895 -0.128
N 0.406 0.981 0.253
N -0.883 -0.778 -0.638
O 2.846 0.112 0.021
```

Largest force on an atom (eV/A): 6.36
Relative energy (zero: lowest compared OMol25 entry of this formula, charge and spin) (eV): 6.797
E_HOMO (eV): -9.22
Charge: 0
SMILES: ONC1=NC[C@@H]2CN12
Gap between HOMO and LUMO (eV): 10.04

# 2
# C5H8O2

One molecule with the formula C5H8O2 (ωB97M-V with the def2-TZVPD basis set, the OMol25 dataset).

Geometry as XYZ:
```
15
Properties=species:S:1:pos:R:3
C 0.029 -1.748 0.319
C -0.447 -0.632 -0.561
C -1.657 -0.081 -0.550
C 0.205 1.771 0.174
O 0.447 1.481 1.438
C 1.222 0.947 -0.637
O 0.535 -0.065 -1.366
H 0.401 -2.590 -0.274
H -0.773 -2.097 0.975
H 0.859 -1.394 0.946
H -1.870 0.767 -1.192
H -2.429 -0.421 0.131
H -0.210 1.952 1.973
H 1.683 1.611 -1.376
H 2.004 0.499 0.000
```

Largest force on an atom (eV/A): 0.42
Relative energy (zero: lowest compared OMol25 entry of this formula, charge and spin) (eV): 4.119
E_HOMO (eV): -8.45
Charge: 0
Gap between HOMO and LUMO (eV): 9.18

# 3
# C7H10FP

One molecule with the formula C7H10FP (ωB97M-V with the def2-TZVPD basis set, the OMol25 dataset).

Geometry as XYZ:
```
19
Properties=species:S:1:pos:R:3
C -2.239 -0.546 -1.234
C -2.050 0.403 -0.175
C -1.311 -1.432 -1.741
C -0.029 -1.776 -1.426
C -0.807 0.698 0.379
C 1.839 1.845 0.425
C 1.266 -0.767 1.685
F -0.806 1.614 1.329
P 0.937 0.233 0.068
H -3.276 -0.700 -1.688
H -2.856 1.094 -0.003
H -1.616 -2.037 -2.485
H 0.620 -2.098 -2.223
H 1.434 2.467 -0.313
H 1.753 2.362 1.287
H 3.003 1.702 0.318
H 0.700 -1.659 1.523
H 2.407 -1.100 1.675
H 1.029 -0.304 2.601
```

Largest force on an atom (eV/A): 4.23
Relative energy (zero: lowest compared OMol25 entry of this formula, charge and spin) (eV): 3.166
E_HOMO (alpha / beta) (eV): -7.42 / -7.30
Charge: 0
Gap between HOMO and LUMO (alpha / beta) (eV): 6.77 / 7.01

# 4
# C30H37GeN4O6SSn

C30H37GeN4O6SSn as an isolated structure (ωB97M-V with the def2-TZVPD basis set, the OMol25 dataset).

Geometry as XYZ:
```
80
Properties=species:S:1:pos:R:3
Sn -0.107 -0.556 -0.156
O -2.009 1.134 -0.327
C -3.049 1.213 0.380
C -4.385 1.200 -0.216
C -5.516 1.287 0.558
C -5.435 1.420 1.965
C -4.184 1.461 2.552
C -2.995 1.360 1.808
C -1.719 1.521 2.520
N -0.557 1.282 2.031
C 0.659 1.611 2.778
C 1.757 2.034 1.778
N 2.098 0.830 1.027
C 3.248 0.303 1.238
C 3.753 -1.005 0.806
C 5.138 -1.224 0.879
C 5.715 -2.434 0.570
C 4.873 -3.497 0.215
C 3.513 -3.326 0.159
C 2.887 -2.075 0.432
O 1.615 -1.972 0.396
H -4.465 1.069 -1.300
H -6.491 1.255 0.083
H -6.332 1.487 2.566
H -4.101 1.572 3.630
H -1.804 1.941 3.536
H 1.033 0.724 3.304
H 0.489 2.411 3.511
H 2.618 2.459 2.313
H 1.341 2.791 1.108
H 3.963 0.860 1.866
H 5.767 -0.390 1.180
H 6.787 -2.571 0.620
H 5.307 -4.462 -0.026
H 2.854 -4.147 -0.101
O -2.670 -3.058 -2.575
S -2.148 -1.883 -1.945
O -3.038 -0.683 -2.356
O -2.122 -1.942 -0.465
O -0.783 -1.485 -2.386
C -1.799 3.926 -6.827
C -2.371 2.745 -6.046
C -1.287 1.790 -5.552
C -1.848 0.589 -4.785
Ge -2.160 0.871 -2.859
C -3.356 2.309 -2.450
C -2.604 3.643 -2.400
C -3.478 4.783 -1.887
C -2.769 6.134 -1.932
H -2.584 4.609 -7.157
H -1.257 3.577 -7.710
H -1.098 4.493 -6.208
H -3.066 2.186 -6.681
H -2.946 3.115 -5.194
H -0.581 2.345 -4.920
H -0.718 1.437 -6.419
H -1.141 -0.243 -4.801
H -2.766 0.226 -5.258
H -0.780 1.224 -2.248
H -3.792 2.105 -1.496
H -4.162 2.340 -3.189
H -2.221 3.907 -3.393
H -1.734 3.538 -1.740
H -3.774 4.560 -0.857
H -4.396 4.830 -2.482
H -1.854 6.108 -1.335
H -3.408 6.928 -1.541
H -2.494 6.395 -2.957
N 6.703 -0.487 -4.417
C 5.660 -0.406 -3.941
C 4.337 -0.272 -3.385
C 3.970 0.892 -2.722
C 2.678 0.985 -2.236
N 1.775 0.015 -2.372
C 2.141 -1.106 -2.993
C 3.408 -1.296 -3.516
H 4.675 1.703 -2.601
H 2.341 1.886 -1.736
H 1.367 -1.859 -3.086
H 3.673 -2.211 -4.024
```

Largest force on an atom (eV/A): 2.39
Relative energy (zero: lowest compared OMol25 entry of this formula, charge and spin) (eV): 2.156
E_HOMO (eV): -4.72
Charge: -1
Gap between HOMO and LUMO (eV): 6.63

# 5
# C20H34ClGeLuO3S3Se

C20H34ClGeLuO3S3Se as an isolated structure (ωB97M-V with the def2-TZVPD basis set, the OMol25 dataset).

Geometry as XYZ:
```
64
Properties=species:S:1:pos:R:3
Lu 0.464 -0.109 0.529
C 3.110 1.047 3.247
C 3.942 0.563 2.075
S 3.081 0.100 0.494
C 3.308 1.515 -0.694
C 2.559 2.761 -0.286
S 0.756 2.594 -0.400
C 0.352 3.391 1.213
C 0.681 2.661 2.510
S 2.393 2.790 3.139
H 3.745 1.101 4.147
H 2.256 0.436 3.531
H 4.497 -0.370 2.297
H 4.662 1.320 1.875
H 2.870 1.209 -1.657
H 4.399 1.622 -0.722
H 2.701 3.538 -0.998
H 2.770 3.027 0.753
H -0.727 3.559 1.108
H 0.870 4.320 1.228
H 0.512 1.565 2.356
H 0.029 3.034 3.275
C -5.491 0.858 3.703
Ge -5.379 0.050 1.901
C -6.042 1.440 0.643
C -6.249 -1.687 1.816
C -3.500 -0.443 1.797
Se -2.335 0.792 0.716
C -3.083 0.262 -1.068
H -6.478 1.243 3.943
H -4.761 1.688 3.664
H -5.221 0.143 4.478
H -6.916 1.963 1.074
H -6.362 1.095 -0.292
H -5.255 2.168 0.485
H -7.048 -1.700 2.544
H -5.548 -2.506 2.118
H -6.587 -1.932 0.820
H -3.354 -1.482 1.430
H -3.016 -0.395 2.813
H -4.169 0.497 -1.143
H -2.940 -0.820 -1.325
H -2.541 0.898 -1.805
C 2.111 -1.418 -4.718
C 2.991 -1.762 -3.586
C 4.248 -1.163 -3.444
C 5.105 -1.499 -2.401
Cl 6.519 -0.628 -2.131
C 4.828 -2.648 -1.607
C 3.623 -3.230 -1.706
C 2.704 -2.752 -2.633
O 1.504 -3.430 -2.672
C 0.226 -2.927 -2.462
C 0.218 -1.855 -1.357
O 0.112 -2.179 -0.110
O 0.365 -0.597 -1.650
H 2.723 -1.079 -5.562
H 1.295 -0.680 -4.436
H 1.559 -2.257 -5.147
H 4.572 -0.483 -4.243
H 5.608 -2.935 -0.929
H 3.402 -4.088 -1.107
H -0.456 -3.720 -2.074
H -0.212 -2.474 -3.357
```

Largest force on an atom (eV/A): 3.19
Relative energy (zero: lowest compared OMol25 entry of this formula, charge and spin) (eV): 0.985
E_HOMO (eV): -13.19
Charge: +2
Gap between HOMO and LUMO (eV): 6.29